Entry 1:
{
  "formula": "C28H23ClN6O6S3Zr",
  "method": "ωB97M-V/def2-TZVPD",
  "charge": -2,
  "e_tot_ha": -3562.91957,
  "lumo_energy_ev": 4.3547,
  "homo_lumo_gap_ev": 5.946,
  "symbols": ["Zr", "C", "C", "N", "C", "S", "N", "N", "C", "C", "C", "C", "C", "C", "C", "N", "H", "H", "H", "H", "H", "H", "H", "H", "H", "H", "H", "H", "H", "O", "C", "O", "C", "C", "Cl", "N", "N", "C", "C", "O", "O", "C", "C", "C", "C", "C", "C", "H", "H", "H", "H", "H", "H", "O", "C", "O", "C", "C", "C", "C", "C", "C", "S", "H", "H", "H", "H", "S"],
  "positions_angstrom": [[-1.00, 1.92, -0.92], [2.35, 3.82, 4.09], [2.64, 2.80, 2.99], [1.64, 1.76, 2.90], [0.50, 1.82, 2.15], [0.10, 3.24, 1.28], [-0.22, 0.72, 2.17], [-1.31, 0.82, 1.34], [-2.35, 0.14, 1.65], [-2.46, -0.75, 2.85], [-3.49, 0.27, 0.72], [-4.73, -0.30, 0.99], [-5.74, -0.16, 0.05], [-5.48, 0.53, -1.11], [-4.23, 1.09, -1.29], [-3.26, 0.97, -0.39], [3.13, 4.58, 4.12], [2.29, 3.34, 5.06], [1.40, 4.31, 3.88], [3.60, 2.31, 3.17], [2.71, 3.31, 2.03], [1.83, 0.86, 3.32], [-1.51, -0.74, 3.38], [-2.69, -1.76, 2.52], [-3.25, -0.41, 3.52], [-4.89, -0.85, 1.91], [-6.71, -0.61, 0.23], [-6.23, 0.65, -1.88], [-3.97, 1.67, -2.17], [5.03, 3.48, -0.52], [5.02, 2.36, 0.17], [5.95, 2.03, 0.88], [3.79, 1.52, 0.07], [3.64, 0.26, 0.61], [4.74, -0.73, 1.45], [2.38, -0.17, 0.34], [1.70, 0.76, -0.33], [2.52, 1.78, -0.51], [2.01, 2.94, -1.32], [2.85, 3.77, -1.72], [0.80, 2.93, -1.63], [1.93, -1.53, 0.40], [1.59, -2.10, 1.61], [1.19, -3.43, 1.63], [1.13, -4.16, 0.45], [1.45, -3.56, -0.76], [1.84, -2.23, -0.79], [4.14, 3.61, -1.05], [1.61, -1.51, 2.51], [0.91, -3.89, 2.57], [0.80, -5.19, 0.47], [1.34, -4.10, -1.69], [2.03, -1.71, -1.72], [0.50, 0.35, -2.79], [-0.67, 0.04, -2.95], [-1.64, 0.87, -2.72], [-1.03, -1.36, -3.34], [-0.96, -1.80, -4.65], [-1.26, -3.12, -4.98], [-1.61, -3.99, -3.96], [-1.67, -3.56, -2.64], [-1.39, -2.23, -2.29], [-1.41, -1.63, -0.66], [-0.67, -1.10, -5.43], [-1.20, -3.46, -6.00], [-1.84, -5.03, -4.19], [-1.95, -4.25, -1.85], [-2.24, 3.79, -1.25]]
}

=====

Entry 2:
{
  "formula": "C28H23FeN6O3S3",
  "method": "ωB97M-V/def2-TZVPD",
  "e_tot_ha": -4093.37992,
  "lumo_energy_ev": [-0.8961, -1.3828],
  "homo_lumo_gap_ev": [7.246, 6.931],
  "spin_multiplicity": 6,
  "symbols": ["Fe", "S", "C", "C", "C", "C", "N", "C", "C", "C", "S", "C", "N", "H", "H", "N", "C", "C", "C", "C", "C", "C", "S", "O", "O", "N", "C", "N", "C", "C", "C", "N", "H", "H", "H", "H", "H", "H", "H", "H", "H", "C", "C", "C", "C", "C", "C", "C", "O", "C", "C", "C", "H", "H", "H", "H", "H", "H", "H", "H", "H", "H", "H", "H"],
  "positions_angstrom": [[0.61, 0.61, -1.19], [0.69, 2.79, -1.89], [-1.04, 3.15, -1.92], [-1.44, 4.47, -1.94], [-2.78, 4.81, -1.97], [-3.17, 6.20, -1.98], [-3.47, 7.31, -1.97], [-3.75, 3.80, -1.98], [-3.35, 2.47, -1.97], [-2.01, 2.13, -1.93], [-1.57, 0.42, -1.91], [-5.15, 4.12, -2.00], [-6.27, 4.37, -1.99], [-0.69, 5.26, -1.94], [-4.10, 1.69, -1.98], [1.07, -6.26, -5.23], [1.11, -5.37, -4.17], [2.31, -5.15, -3.48], [2.36, -4.23, -2.45], [1.22, -3.52, -2.11], [0.02, -3.72, -2.79], [-0.03, -4.65, -3.81], [1.31, -2.33, -0.84], [2.25, -2.76, 0.16], [-0.04, -2.00, -0.43], [1.81, -0.94, -1.55], [3.10, -0.47, -1.44], [4.17, -1.23, -1.61], [5.34, -0.60, -1.48], [5.45, 0.76, -1.23], [4.26, 1.46, -1.09], [3.09, 0.85, -1.18], [1.80, -6.95, -5.27], [0.17, -6.59, -5.51], [3.20, -5.70, -3.76], [3.29, -4.05, -1.92], [-0.86, -3.16, -2.50], [-0.96, -4.81, -4.35], [6.23, -1.21, -1.60], [6.40, 1.25, -1.15], [4.24, 2.52, -0.90], [-1.71, 1.01, 7.03], [-1.41, 0.86, 5.57], [-0.39, 1.59, 4.97], [-0.09, 1.46, 3.62], [1.03, 2.30, 3.05], [-0.85, 0.56, 2.85], [-0.62, 0.37, 1.45], [0.27, 0.93, 0.79], [-1.88, -0.20, 3.44], [-2.72, -1.19, 2.66], [-2.14, -0.04, 4.79], [-1.15, 1.83, 7.47], [-1.46, 0.09, 7.57], [-2.78, 1.19, 7.19], [0.18, 2.29, 5.57], [1.45, 2.93, 3.82], [0.67, 2.92, 2.23], [1.81, 1.67, 2.64], [-1.28, -0.32, 0.91], [-2.10, -1.96, 2.18], [-3.29, -0.69, 1.87], [-3.42, -1.69, 3.32], [-2.93, -0.62, 5.25]]
}

=====

Entry 3:
{
  "formula": "C28H23IN2O6",
  "method": "ωB97M-V/def2-TZVPD",
  "e_tot_ha": -1938.94550,
  "smiles": "C[C@H](I)Cc1cc(N)c2c(c1CCOC=O)C(=O)NC2=O.O=C1c2ccccc2C(=O)c2ccccc21",
  "lumo_energy_ev": -2.0621,
  "homo_lumo_gap_ev": 6.941,
  "symbols": ["C", "C", "I", "C", "C", "C", "C", "N", "C", "C", "C", "C", "C", "O", "C", "O", "C", "O", "N", "C", "O", "H", "H", "H", "H", "H", "H", "H", "H", "H", "H", "H", "H", "H", "H", "H", "O", "C", "C", "C", "C", "C", "C", "C", "C", "O", "C", "C", "C", "C", "C", "C", "H", "H", "H", "H", "H", "H", "H", "H"],
  "positions_angstrom": [[-5.26, -2.56, 4.58], [-4.64, -2.71, 3.05], [-6.22, -3.76, 1.88], [-3.34, -3.70, 3.11], [-1.93, -3.05, 2.60], [-0.95, -4.02, 1.66], [0.55, -3.51, 1.11], [1.46, -4.42, 0.26], [1.10, -2.01, 1.47], [0.12, -1.06, 2.39], [-1.34, -1.56, 2.94], [-2.19, -0.52, 3.89], [-2.89, 0.59, 2.90], [-4.29, 0.93, 3.29], [-5.03, 0.99, 1.99], [-5.10, 2.13, 1.26], [0.94, 0.35, 2.59], [0.58, 1.48, 3.22], [2.29, 0.09, 1.91], [2.50, -1.22, 1.14], [3.56, -1.53, 0.40], [-4.66, -3.20, 5.39], [-5.18, -1.44, 4.96], [-6.38, -2.89, 4.67], [-4.46, -1.69, 2.51], [-3.16, -4.21, 4.18], [-3.57, -4.61, 2.38], [-1.31, -5.11, 1.39], [0.89, -4.61, -0.62], [2.22, -3.75, -0.09], [-1.38, 0.08, 4.54], [-2.92, -1.04, 4.65], [-2.22, 1.54, 2.71], [-3.00, 0.06, 1.83], [-5.54, 0.01, 1.54], [2.98, -0.04, 2.69], [4.62, 4.42, -4.25], [3.79, 3.54, -4.03], [2.92, 3.04, -5.11], [3.06, 3.56, -6.41], [2.27, 3.06, -7.44], [1.34, 2.05, -7.19], [1.19, 1.55, -5.90], [1.98, 2.05, -4.85], [1.79, 1.53, -3.49], [0.93, 0.69, -3.25], [2.68, 2.01, -2.41], [2.54, 1.50, -1.11], [3.39, 1.92, -0.09], [4.38, 2.87, -0.36], [4.51, 3.40, -1.65], [3.65, 2.97, -2.67], [3.79, 4.34, -6.61], [2.38, 3.46, -8.45], [0.73, 1.66, -8.00], [0.46, 0.76, -5.71], [1.77, 0.76, -0.90], [3.28, 1.52, 0.91], [5.05, 3.20, 0.43], [5.28, 4.13, -1.85]]
}

=====

Entry 4:
{
  "formula": "C28H23N7O3Rh",
  "method": "ωB97M-V/def2-TZVPD",
  "e_tot_ha": -1800.19254,
  "lumo_energy_ev": [-0.2654, -0.3728],
  "homo_lumo_gap_ev": [5.844, 6.318],
  "spin_multiplicity": 2,
  "symbols": ["Rh", "C", "C", "C", "C", "C", "C", "N", "C", "C", "C", "C", "C", "C", "N", "N", "C", "C", "C", "C", "C", "N", "H", "H", "H", "H", "H", "H", "H", "H", "H", "H", "H", "H", "H", "O", "N", "N", "O", "C", "C", "C", "C", "C", "C", "H", "H", "H", "H", "H", "O", "N", "C", "C", "C", "C", "C", "H", "H", "H", "H", "H"],
  "positions_angstrom": [[1.12, -0.62, -0.02], [-3.40, -0.39, 2.56], [-2.36, 0.01, 3.39], [-1.06, -0.38, 3.14], [-0.76, -1.22, 2.05], [-1.82, -1.63, 1.23], [-3.12, -1.21, 1.48], [0.54, -1.57, 1.67], [1.58, -1.63, 2.59], [1.49, -2.02, 3.93], [2.64, -2.20, 4.68], [3.91, -2.04, 4.13], [4.03, -1.68, 2.79], [2.88, -1.45, 2.05], [2.84, -1.17, 0.69], [3.71, -1.74, -0.13], [3.10, -2.12, -1.26], [3.82, -2.71, -2.33], [3.15, -3.14, -3.44], [1.75, -3.01, -3.52], [1.10, -2.43, -2.46], [1.74, -2.02, -1.36], [-4.42, -0.08, 2.76], [-2.57, 0.66, 4.24], [-0.26, -0.01, 3.76], [-1.59, -2.26, 0.38], [-3.91, -1.55, 0.83], [0.52, -2.22, 4.37], [2.55, -2.50, 5.72], [4.79, -2.20, 4.73], [4.99, -1.58, 2.32], [4.89, -2.79, -2.24], [3.70, -3.58, -4.26], [1.20, -3.34, -4.38], [0.02, -2.29, -2.45], [1.66, 0.68, -1.60], [0.69, 1.18, -2.26], [-0.46, 0.73, -1.97], [-0.67, -0.20, -1.05], [-1.61, 1.29, -2.62], [-2.85, 0.99, -2.09], [-3.98, 1.54, -2.68], [-3.86, 2.37, -3.78], [-2.61, 2.65, -4.30], [-1.47, 2.11, -3.73], [-2.92, 0.33, -1.23], [-4.96, 1.31, -2.27], [-4.75, 2.80, -4.24], [-2.51, 3.29, -5.17], [-0.49, 2.31, -4.13], [1.06, 1.08, 1.20], [0.27, 2.06, 0.82], [0.83, 3.21, 0.40], [0.05, 4.27, 0.02], [-1.33, 4.15, 0.06], [-1.89, 2.96, 0.50], [-1.07, 1.92, 0.88], [1.91, 3.18, 0.39], [0.53, 5.18, -0.32], [-1.96, 4.97, -0.24], [-2.96, 2.82, 0.54], [-1.42, 0.95, 1.23]]
}